C8H18EuO4 | ωB97M-V/def2-TZVPD

Positions of all 31 atoms, in Å:
Eu 0.0812 -2.3297 1.2026
O -2.0537 1.7279 -4.3882
O 1.1204 -1.1834 -0.3063
O 0.9071 -0.9666 2.6667
O -2.0512 1.7202 -1.4242
C -2.4819 1.5184 -0.1163
C 1.0655 0.4497 2.4380
C 1.6039 -1.7416 -1.5325
C 1.5030 0.1999 -0.1068
C 0.7320 0.7889 1.0275
C -1.4590 0.8120 -3.5842
C -2.1420 0.5701 -2.2403
C 1.2988 -1.3854 3.9786
H 1.1321 -2.4647 4.0457
H 2.5886 0.2231 0.0805
H -2.5632 2.4857 0.3922
H -3.2141 0.3386 -2.3981
H 0.6871 -0.8637 4.7254
H 1.2809 0.7402 -1.0347
H -0.3901 1.0705 -3.3539
H -1.3946 -0.2026 -4.0629
H 0.4092 0.9838 3.1375
H -1.6858 -0.3130 -1.7491
H 2.1172 0.7029 2.6598
H 1.2529 -2.7772 -1.5852
H 1.2016 -1.1649 -2.3752
H -1.5062 1.0927 0.4999
H -3.4730 1.0394 -0.0564
H 2.7007 -1.7140 -1.5339
H 0.3691 1.8026 0.8695
H 2.3631 -1.1601 4.1243

The spin multiplicity is 9. Its expectation value of S² is 20.015. For the HOMO-LUMO gap (spin up / spin down), the calculation gives 4.989 / 5.126 eV. The lowest unoccupied orbital energy (spin up / spin down) comes out at -4.567 / -4.490 eV. Its charge is +1.

Results of the Mulliken charge analysis, in e, for atoms 1 through 6: Eu 1.229; O -0.329; O -0.224; O -0.275; O -0.332; C -0.603

C8H18FN5 | ωB97M-V/def2-TZVPD

Positions of all 32 atoms, in Å:
F 4.0080 0.5137 1.1052
N 1.9034 1.9435 -1.4068
N 0.9925 -2.0467 0.5015
N -2.4735 -0.1499 -0.7007
N 1.7983 -0.0509 -0.3284
N 1.5224 -0.4336 2.0033
C 2.2604 0.6020 2.5338
C 1.3822 -0.8067 0.8161
C -0.2373 1.1479 -0.5132
C 1.2500 1.0320 -0.7829
C -3.3127 -0.9827 -1.5899
C 3.4579 1.0004 2.2274
C -1.1041 -0.0316 -1.1765
C -2.6093 -0.6187 0.6778
H 4.0936 1.8219 2.7081
H -3.3820 -0.3949 -2.5579
H -0.6292 -1.0858 -1.0508
H -0.3669 0.9537 0.5222
H -1.0276 0.2798 -2.1837
H -3.0818 -2.1066 -1.7384
H 2.7117 -0.3498 -0.7232
H -1.9919 -0.2639 1.3785
H -0.7251 2.1458 -0.6827
H 1.9474 0.9283 3.4569
H -2.3969 -1.7363 0.7092
H 1.3736 -2.4727 -0.4056
H -2.8804 0.7926 -0.7890
H -3.5880 -0.6171 1.0403
H 1.4927 2.7475 -1.9497
H -4.2590 -0.9439 -1.0119
H 0.9387 -2.6988 1.3302
H 2.9329 1.8813 -1.4191

The energy above the lowest of the compared OMol25 structures with the same formula, charge and spin comes out at 42.3 kJ/mol. As for the SMILES: C[NH+](C)CCC(=[NH2+])N/C(N)=N\C=C/F. For the HOMO-LUMO gap, the calculation gives 8.264 eV. The lowest unoccupied orbital energy comes out at -6.651 eV. Its charge is +2.

Results of the natural (NBO) charge analysis, in e, for atoms 1 through 6: F -0.358; N -0.685; N -0.825; N -0.343; N -0.594; N -0.446

C8H18LiN2O7 | ωB97M-V/def2-TZVPD

Positions of all 36 atoms, in Å:
O -0.6081 -4.8375 1.2413
O 0.4028 -0.1150 -2.8549
O 1.9937 -0.7961 2.5395
O 0.2537 -2.9144 0.9692
O -1.4299 3.0237 0.2008
O 3.0707 -0.8066 0.6819
O -0.8686 -3.1686 2.6031
N -0.3983 -3.7043 1.5999
N -0.4760 0.3614 -0.0864
C -1.2526 -0.3326 -1.1170
C -0.2191 -1.0485 -1.9790
C 4.3796 -1.0632 2.7567
C 0.3877 -0.4367 -4.1961
C 3.0723 -0.6834 1.9282
C -2.1270 1.9911 0.8439
C -1.3847 0.6857 1.0282
C -2.1516 4.1924 -0.0978
Li 1.0387 -0.9778 0.7593
H -1.9375 -1.0644 -0.6886
H 5.0394 -0.2091 2.6038
H -1.8712 0.3278 -1.7247
H -1.4891 4.8576 -0.6517
H -3.1234 4.0617 -0.5738
H -0.7256 0.6284 1.8944
H -2.0433 -0.1712 1.1700
H 0.5681 -1.4464 -1.3386
H 1.3843 -0.8773 -4.2245
H -2.9332 1.6460 0.1966
H 4.9684 -1.8894 2.3580
H -0.3119 1.3195 -0.3606
H -0.7717 -1.8676 -2.4391
H -0.3471 -1.0805 -4.6797
H 4.2582 -1.1323 3.8377
H 0.4529 0.4405 -4.8398
H -2.4987 2.3588 1.8002
H -2.3017 4.7281 0.8396

The energy above the lowest of the compared OMol25 structures with the same formula, charge and spin comes out at 260.1 kJ/mol. For the HOMO-LUMO gap, the calculation gives 7.180 eV. The lowest unoccupied orbital energy comes out at 2.586 eV. Its charge is -1.

Results of the natural (NBO) charge analysis, in e, for atoms 1 through 6: O -0.519; O -0.545; O -0.777; O -0.614; O -0.554; O -0.813